Version a
{
  "formula": "CH11O5",
  "method": "ωB97M-V/def2-TZVPD",
  "e_lumo_ev": 4.0,
  "gap_ev": 8.64,
  "total_charge": -1,
  "elements": ["H", "O", "H", "H", "O", "O", "H", "H", "H", "H", "H", "H", "O", "C", "H", "O", "H"],
  "xyz": [[1.802, -0.185, 2.510], [0.957, 0.168, 2.211], [1.562, 2.373, 0.478], [-0.891, -1.641, -0.106], [1.036, 2.286, -0.324], [0.315, -0.374, -0.201], [0.926, -0.118, 1.237], [-2.086, -2.061, 0.742], [0.393, -0.120, -2.278], [-2.583, 1.570, -0.485], [1.936, -0.422, -1.491], [0.783, -1.723, -1.692], [-1.410, -2.448, 0.175], [0.868, -0.653, -1.438], [0.722, 1.346, -0.257], [-2.610, 1.185, 0.396], [-1.721, 0.819, 0.524]]
}



Version b
{
  "formula": "CH11O5",
  "method": "ωB97M-V/def2-TZVPD",
  "e_lumo_ev": 3.9,
  "gap_ev": 8.41,
  "total_charge": -1,
  "elements": ["H", "H", "O", "H", "H", "H", "H", "C", "H", "H", "H", "H", "O", "O", "O", "H", "O"],
  "xyz": [[-0.781, 0.380, -1.123], [1.410, -0.948, -1.337], [-2.491, -1.888, -0.255], [1.436, 0.094, 3.049], [0.459, -0.015, 1.825], [0.717, 3.065, -0.115], [-2.341, -1.242, -0.955], [1.240, -0.830, -0.249], [2.231, -0.581, 0.182], [1.127, 1.593, -0.139], [0.972, -1.797, 0.189], [-2.229, -1.406, 0.541], [1.031, -0.516, 2.446], [-1.487, 0.361, -1.874], [0.293, 0.169, -0.044], [-1.281, 1.088, -2.442], [1.497, 2.522, -0.060]]
}



Structures ranked by computed energy, the most stable listed first: version a, version b.



Version a
{
  "formula": "C21H28N4O4",
  "method": "ωB97M-V/def2-TZVPD",
  "e_lumo_ev": -0.3,
  "gap_ev": 8.00,
  "smiles": "C=CCNC(=O)NC(=O)COC(=O)/C(C#N)=C/c1cc(C)n(CCC(C)C)c1C",
  "total_charge": 0,
  "elements": ["H", "H", "C", "O", "C", "H", "C", "C", "H", "H", "H", "H", "H", "H", "N", "H", "H", "H", "C", "N", "O", "O", "C", "H", "C", "C", "C", "C", "C", "C", "O", "H", "H", "C", "C", "C", "H", "H", "H", "H", "H", "N", "H", "H", "H", "C", "H", "C", "C", "N", "C", "H", "H", "C", "H", "H", "C"],
  "xyz": [[-1.068, 0.367, -1.717], [5.874, 1.888, 2.314], [3.689, 2.583, -1.239], [-2.896, -2.682, -0.183], [-0.988, -1.419, -0.668], [3.881, 0.816, 1.343], [-0.392, -0.324, -1.226], [-6.686, 2.088, 0.911], [5.419, -1.150, 3.092], [-3.833, -1.284, 1.428], [3.166, -2.477, -1.745], [6.880, 0.517, 1.849], [-5.564, 3.124, -2.225], [4.270, 2.663, -0.321], [-6.250, 0.717, 0.809], [5.892, -1.264, 0.419], [4.191, -1.666, 0.640], [3.100, 3.489, -1.350], [4.582, -0.486, 2.886], [0.158, -3.001, 0.976], [-4.435, 0.908, 2.172], [-3.137, -0.923, -1.565], [2.262, -2.202, -1.203], [-6.658, 0.134, 0.084], [-5.166, -1.762, -0.040], [-4.272, -2.959, -0.368], [1.410, 1.408, -1.297], [-6.416, 2.896, -0.327], [6.003, 1.100, 1.576], [4.768, 0.202, 1.535], [-6.206, -1.567, -0.631], [5.210, 0.553, -1.192], [-7.761, 2.103, 1.128], [2.130, -0.728, -1.105], [-5.724, 2.486, -1.373], [4.882, -0.851, 0.425], [4.378, 2.519, -2.082], [-4.472, -3.250, -1.404], [6.194, 1.566, 0.612], [-5.282, 1.505, -1.429], [3.666, -1.072, 2.896], [3.198, 0.108, -1.106], [-6.158, 2.536, 1.760], [0.769, 2.263, -1.374], [1.403, -2.610, -1.730], [0.972, 0.053, -1.205], [-6.840, 3.891, -0.299], [-5.109, 0.304, 1.370], [2.767, 1.415, -1.206], [-4.699, -1.002, 0.983], [4.573, -0.304, -0.974], [4.524, 0.251, 3.683], [4.789, -1.079, -1.719], [-2.426, -1.615, -0.876], [2.290, -2.676, -0.221], [-4.502, -3.791, 0.301], [-0.348, -2.308, 0.211]]
}



Version b
{
  "formula": "C21H28N4O4",
  "method": "ωB97M-V/def2-TZVPD",
  "e_lumo_ev": 0.7,
  "gap_ev": 9.20,
  "smiles": "COCC(=O)N1CCC(Oc2ccc(C(=O)NCc3cc(C)n(C)n3)cc2)CC1",
  "total_charge": 0,
  "elements": ["H", "O", "H", "C", "C", "C", "C", "C", "C", "H", "O", "H", "H", "H", "C", "C", "C", "H", "H", "C", "C", "O", "H", "H", "H", "O", "H", "H", "H", "H", "C", "C", "C", "H", "C", "H", "H", "H", "H", "C", "H", "H", "C", "C", "C", "H", "N", "H", "C", "H", "N", "N", "H", "H", "N", "H", "C"],
  "xyz": [[3.850, -1.373, 0.530], [1.291, -1.774, 0.034], [3.442, -2.004, 3.501], [8.022, -1.568, 3.704], [-0.087, -0.284, -1.103], [-3.947, 3.896, -1.103], [-6.201, 4.250, -2.354], [1.995, -2.229, 1.177], [-8.160, 3.696, -3.987], [-8.871, 2.902, -3.756], [-2.023, 3.593, 0.870], [4.947, -1.415, 2.793], [-8.006, 3.708, -5.066], [-8.588, 4.647, -3.685], [-2.098, 2.741, 0.000], [3.253, -4.212, 2.054], [0.228, 0.070, 1.251], [-6.496, 5.201, -1.962], [2.976, -0.358, 1.683], [2.411, -3.675, 0.899], [5.637, -3.842, 2.016], [5.826, -4.984, 1.640], [-3.141, 2.065, -1.658], [8.889, -2.238, 3.682], [2.991, -3.700, -0.025], [6.830, -2.268, 3.449], [7.920, -1.137, 4.698], [-0.823, 1.749, 2.060], [7.730, -3.501, 2.052], [0.663, -0.188, 2.204], [-6.876, 3.476, -3.276], [-0.615, 1.162, 1.178], [-0.930, 0.803, -1.166], [-7.345, 0.781, -4.055], [6.825, -2.892, 2.184], [-3.453, 4.814, -1.455], [-4.346, 4.114, -0.104], [-5.591, 0.545, -4.222], [-6.462, 1.587, -5.370], [-6.403, 1.260, -4.329], [8.178, -0.766, 2.971], [3.620, -5.215, 1.828], [4.053, -1.998, 2.590], [3.248, -1.387, 1.441], [-1.213, 1.541, -0.018], [-1.343, 1.088, -2.122], [-5.016, 2.386, -2.723], [0.143, -0.862, -1.985], [0.498, -0.672, 0.105], [2.656, -4.243, 2.972], [-2.986, 2.823, -1.013], [4.405, -3.361, 2.275], [1.337, -2.210, 2.059], [6.801, -2.138, 1.378], [-6.125, 2.368, -3.464], [1.524, -4.294, 0.761], [-5.043, 3.522, -2.040]]
}



Structures ranked by computed energy, the most stable listed first: version a, version b.



Version a
{
  "formula": "C5H10O2",
  "method": "ωB97M-V/def2-TZVPD",
  "e_lumo_ev": [3.9, 3.8],
  "gap_ev": [3.27, 7.07],
  "s_squared": 0.754,
  "multiplicity": 2,
  "total_charge": -1,
  "elements": ["C", "C", "C", "H", "H", "C", "H", "O", "C", "H", "O", "H", "H", "H", "H", "H", "H"],
  "xyz": [[0.245, -0.850, -0.592], [-1.926, -0.999, 0.677], [0.709, 1.566, -0.015], [-0.783, 0.902, -1.418], [0.220, 1.421, 0.949], [0.196, 0.592, -1.052], [1.331, -1.021, -0.433], [-2.602, -0.283, 1.492], [-0.442, -1.121, 0.745], [-0.093, -1.574, -1.328], [2.136, 1.564, 0.097], [-2.445, -1.596, -0.077], [-0.173, -2.180, 1.011], [2.384, 0.764, 0.574], [0.467, 2.600, -0.261], [0.880, 0.720, -1.901], [-0.103, -0.505, 1.533]]
}



Version b
{
  "formula": "C5H10O2",
  "method": "ωB97M-V/def2-TZVPD",
  "e_lumo_ev": [3.4, 1.2],
  "gap_ev": [5.70, 3.48],
  "s_squared": 0.754,
  "multiplicity": 2,
  "total_charge": -1,
  "elements": ["C", "C", "C", "C", "O", "C", "H", "O", "H", "H", "H", "H", "H", "H", "H", "H", "H"],
  "xyz": [[1.439, 0.043, 0.403], [-2.473, 0.512, -0.061], [-0.021, 0.007, 0.863], [2.178, -0.767, -0.645], [-3.418, 0.787, -1.018], [-0.997, 0.225, -0.393], [-0.091, 1.017, 1.313], [3.524, -0.552, -0.514], [-2.880, -0.403, 0.452], [1.956, -0.267, 1.365], [-0.908, -0.761, -1.088], [1.815, -1.850, -0.424], [1.672, -0.565, -1.628], [-2.439, 1.292, 0.749], [-0.389, 0.920, -1.056], [-0.310, -0.672, 1.711], [1.340, 1.033, -0.028]]
}



Structures ranked by computed energy, the most stable listed first: version a, version b.



Version a
{
  "formula": "C18H24N4O6",
  "method": "ωB97M-V/def2-TZVPD",
  "e_lumo_ev": -1.1,
  "gap_ev": 8.00,
  "smiles": "O=[N+]([O-])c1ccccc1.O=[N+]([O-])c1ccccc1.CN(C)C=O.CN(C)C=O",
  "total_charge": 0,
  "elements": ["N", "H", "O", "C", "H", "H", "H", "H", "C", "C", "H", "H", "C", "O", "C", "O", "H", "H", "C", "C", "H", "N", "C", "N", "C", "H", "H", "H", "H", "C", "C", "H", "C", "N", "H", "O", "C", "C", "C", "H", "C", "H", "H", "O", "H", "C", "H", "C", "H", "H", "O", "H"],
  "xyz": [[45.590, 2.537, 50.670], [50.716, 0.382, 54.277], [44.979, 2.930, 49.628], [49.740, 5.875, 44.971], [49.464, 5.277, 50.031], [47.106, 4.394, 49.429], [47.114, 4.807, 43.371], [46.298, 5.906, 44.389], [49.467, 4.272, 51.877], [43.863, 3.415, 57.986], [46.916, 4.798, 46.298], [50.286, 5.071, 44.318], [47.560, 2.635, 52.299], [48.687, 4.328, 47.151], [47.353, 5.712, 44.019], [54.122, -0.576, 52.807], [49.835, 6.914, 44.561], [50.212, 4.578, 52.260], [45.500, 5.999, 58.638], [50.625, 0.163, 53.264], [51.501, 1.303, 51.153], [51.952, 0.278, 52.888], [52.274, 1.399, 51.877], [48.275, 5.450, 45.211], [48.752, 3.260, 52.884], [50.281, 6.053, 46.037], [47.654, 6.588, 43.292], [42.579, 4.458, 59.602], [53.228, 1.245, 51.368], [46.868, 3.183, 51.039], [43.421, 4.517, 58.997], [46.145, 6.945, 58.621], [52.908, -0.607, 53.193], [45.815, 2.603, 56.388], [49.021, 2.996, 54.031], [47.076, 2.839, 56.264], [46.111, 4.823, 57.808], [47.725, 4.027, 50.146], [47.917, 4.777, 46.287], [47.078, 4.860, 57.483], [45.221, 3.532, 57.393], [52.349, 2.419, 52.244], [43.360, 2.572, 57.756], [45.149, 1.479, 51.315], [49.720, 0.711, 52.875], [49.009, 4.680, 50.593], [43.755, 6.498, 59.844], [44.159, 5.749, 59.127], [50.133, -0.839, 53.200], [52.477, -1.319, 53.709], [45.055, 1.816, 55.903], [46.889, 1.679, 52.809]]
}



Version b
{
  "formula": "C18H24N4O6",
  "method": "ωB97M-V/def2-TZVPD",
  "e_lumo_ev": 0.5,
  "gap_ev": 8.69,
  "smiles": "CCOC(=O)N1CCN(C(=O)C(=O)N/N=C/c2ccc(OC)cc2OC)CC1",
  "total_charge": 0,
  "elements": ["O", "H", "C", "H", "C", "H", "C", "O", "H", "O", "H", "H", "N", "H", "O", "C", "H", "H", "C", "N", "H", "C", "H", "H", "C", "H", "H", "N", "H", "H", "O", "C", "C", "C", "C", "C", "H", "O", "C", "H", "C", "H", "H", "N", "H", "H", "C", "C", "C", "H", "H", "C"],
  "xyz": [[-1.151, -0.151, -5.631], [-5.032, 1.472, 3.686], [-2.507, -1.244, 2.388], [1.503, -2.650, 1.617], [-4.909, 0.636, 4.369], [2.023, -2.180, -2.850], [-1.760, 0.661, -6.607], [3.659, 1.499, 2.749], [0.212, 3.357, -3.064], [-2.952, -2.365, 2.307], [-2.577, 1.253, -6.183], [-0.148, -1.445, 0.235], [2.559, 1.822, 0.805], [-1.035, 1.328, -7.084], [1.218, -0.751, -1.576], [0.724, 1.440, -2.281], [1.020, 1.201, 3.075], [2.871, 2.797, 0.747], [2.547, -0.406, 1.695], [1.809, 1.282, -0.172], [-0.927, 2.516, -5.044], [1.450, 1.991, -1.165], [-4.251, -1.432, 4.292], [0.482, -2.428, 3.065], [-0.559, 0.443, -4.565], [-0.050, -1.485, -3.849], [-5.076, -0.880, 2.824], [-1.353, -0.842, 1.805], [1.706, 3.058, -1.230], [-0.408, 0.836, 1.053], [3.230, -1.210, 1.096], [0.771, -2.002, 2.099], [-4.387, -0.577, 3.621], [0.505, 0.254, 2.921], [0.648, 0.042, -2.502], [0.019, -0.430, -3.642], [-1.444, 1.122, 2.484], [-3.128, -0.236, 3.041], [-0.465, -1.820, 1.211], [-5.869, 0.400, 4.819], [-0.729, 0.442, 2.024], [-4.211, 0.924, 5.150], [0.187, -0.133, 3.897], [1.390, -0.710, 2.314], [-1.013, -2.756, 1.104], [2.160, -2.438, -1.091], [1.503, -2.097, -1.891], [0.150, 2.290, -3.223], [-0.494, 1.817, -4.347], [0.596, -2.710, -1.914], [-2.161, -0.025, -7.351], [2.989, 1.056, 1.843]]
}



Structures ranked by computed energy, the most stable listed first: version b, version a.



Version a
{
  "formula": "C6H7N2",
  "method": "ωB97M-V/def2-TZVPD",
  "e_lumo_ev": -5.8,
  "gap_ev": 7.59,
  "smiles": "C=C=NC=C=[N+]=CC",
  "total_charge": 1,
  "elements": ["H", "H", "N", "C", "H", "C", "C", "H", "H", "C", "H", "C", "C", "N", "H"],
  "xyz": [[0.573, -1.671, 2.893], [-1.135, -1.214, 2.697], [-0.722, 0.827, -2.064], [-1.708, -0.053, -1.850], [1.126, -0.279, 0.810], [-1.422, -0.802, -0.777], [0.141, -0.612, 1.106], [2.267, 1.447, -2.392], [-2.544, -0.112, -2.520], [-0.109, -0.900, 2.530], [0.110, -0.001, 3.111], [1.631, 1.416, -1.518], [0.406, 1.021, -1.628], [-0.707, -0.788, 0.196], [2.092, 1.721, -0.594]]
}



Version b
{
  "formula": "C6H7N2",
  "method": "ωB97M-V/def2-TZVPD",
  "e_lumo_ev": [-5.9, -5.9],
  "gap_ev": [8.59, 8.59],
  "total_charge": 1,
  "elements": ["H", "N", "H", "C", "H", "C", "H", "C", "C", "N", "H", "H", "H", "C", "C"],
  "xyz": [[-2.242, 1.500, -0.032], [0.440, 0.968, 0.160], [3.620, 0.835, 0.674], [-0.222, -0.176, 0.120], [3.319, 0.761, -1.144], [2.408, -0.916, 0.035], [3.437, -1.399, 0.020], [1.595, 1.278, -0.121], [-2.668, 0.432, -0.129], [1.292, -1.376, 0.050], [-1.604, -1.551, 0.304], [-3.117, 0.263, -1.185], [-3.476, 0.160, 0.628], [-1.493, -0.520, 0.082], [2.888, 0.660, -0.133]]
}



Structures ranked by computed energy, the most stable listed first: version a, version b.



Version a
{
  "formula": "C2HF4IO",
  "method": "ωB97M-V/def2-TZVPD",
  "e_lumo_ev": -2.0,
  "gap_ev": 7.15,
  "smiles": "OC(F)=C(F)F.FI",
  "total_charge": 0,
  "elements": ["H", "F", "F", "F", "C", "I", "C", "O", "F"],
  "xyz": [[-0.075, -1.181, -1.100], [1.886, -2.517, -0.392], [-1.010, -0.706, 1.266], [-0.797, 2.374, -0.510], [-0.916, 1.411, 0.399], [3.143, -0.975, -0.434], [-0.672, 0.110, 0.168], [0.077, -0.328, -0.806], [-1.636, 1.812, 1.409]]
}



Version b
{
  "formula": "C2HF4IO",
  "method": "ωB97M-V/def2-TZVPD",
  "e_lumo_ev": -0.2,
  "gap_ev": 10.02,
  "smiles": "OC(F)(F)C(F)(F)I",
  "total_charge": 0,
  "elements": ["F", "C", "H", "F", "F", "C", "I", "F", "O"],
  "xyz": [[-0.347, -0.220, 1.554], [0.891, 0.421, -0.286], [-2.038, -1.122, -0.216], [0.769, 0.728, -1.588], [-1.367, 1.013, 0.259], [-0.507, 0.012, 0.216], [2.185, -1.344, 0.072], [1.453, 1.480, 0.379], [-1.039, -0.968, -0.389]]
}



Structures ranked by computed energy, the most stable listed first: version b, version a.



Version a
{
  "formula": "C8H8O2S",
  "method": "ωB97M-V/def2-TZVPD",
  "e_lumo_ev": -0.6,
  "gap_ev": 7.98,
  "smiles": "C=CC(=C=C=O)OSC1CC1",
  "total_charge": 0,
  "elements": ["H", "C", "H", "H", "H", "O", "C", "H", "H", "C", "H", "C", "H", "C", "C", "C", "C", "O", "S"],
  "xyz": [[-2.538, -0.388, -0.433], [1.209, -1.723, -1.018], [0.398, -2.247, -1.510], [-1.950, 1.110, 2.231], [3.157, -1.774, -0.249], [-0.160, 0.135, -1.366], [-1.651, 0.740, 1.262], [2.523, -3.363, -0.916], [-2.233, 2.631, 0.231], [1.720, 0.446, 0.039], [-0.783, 0.097, 1.301], [2.567, 0.973, 0.805], [-3.745, 0.603, 0.481], [2.351, -2.323, -0.708], [-1.825, 1.642, 0.086], [-2.705, 0.446, 0.233], [0.955, -0.310, -0.746], [3.306, 1.555, 1.502], [-0.594, 1.753, -1.226]]
}



Version b
{
  "formula": "C8H8O2S",
  "method": "ωB97M-V/def2-TZVPD",
  "e_lumo_ev": 0.4,
  "gap_ev": 9.65,
  "smiles": "O=S1(=O)C[C@H]1c1ccccc1",
  "total_charge": 0,
  "elements": ["H", "C", "H", "H", "O", "O", "H", "S", "C", "C", "H", "H", "C", "H", "C", "C", "C", "C", "H"],
  "xyz": [[2.635, -1.970, -1.321], [0.625, -0.979, -1.286], [3.352, -1.513, 0.716], [0.370, -1.237, -2.373], [-4.242, -0.773, -0.092], [-2.752, -0.064, 1.767], [-1.810, -0.509, -1.845], [-3.027, -0.118, 0.379], [-1.686, -0.167, -0.874], [-0.314, -0.377, -0.430], [1.586, -0.107, 2.419], [-0.524, 0.531, 1.564], [2.220, -1.180, 0.607], [-2.021, 2.066, -0.283], [1.296, -0.411, 1.382], [-2.522, 1.218, -0.715], [1.846, -1.401, -0.744], [0.075, -0.066, 0.847], [-3.130, 1.447, -1.559]]
}



Structures ranked by computed energy, the most stable listed first: version b, version a.



Version a
{
  "formula": "C4H3I",
  "method": "ωB97M-V/def2-TZVPD",
  "e_lumo_ev": [-4.5, -4.5],
  "gap_ev": [5.00, 5.00],
  "total_charge": 0,
  "elements": ["H", "C", "C", "C", "I", "H", "C", "H"],
  "xyz": [[-0.397, -0.980, -0.276], [-0.766, 0.011, -0.262], [-1.725, 0.746, -0.374], [3.093, -0.445, 0.262], [-4.243, -0.115, 0.099], [-1.976, 1.715, -0.293], [1.913, -0.276, 0.246], [4.102, -0.656, 0.598]]
}



Version b
{
  "formula": "C4H3I",
  "method": "ωB97M-V/def2-TZVPD",
  "e_lumo_ev": -0.1,
  "gap_ev": 8.83,
  "smiles": "I[C@@H]1C2=C[C@H]21",
  "total_charge": 0,
  "elements": ["H", "I", "C", "C", "C", "C", "H", "H"],
  "xyz": [[-0.375, 1.176, 0.825], [-3.371, 0.049, 0.041], [-1.197, -0.170, -0.573], [-0.131, 0.341, 0.267], [0.699, -0.762, 0.271], [-0.747, -1.361, 0.195], [1.668, -1.167, 0.590], [-1.415, -0.121, -1.666]]
}



Structures ranked by computed energy, the most stable listed first: version b, version a.